No. 1
This record from the OMol25 dataset describes 2 unconnected molecules or ions with the total composition C3H10NO. The level of theory is ωB97M-V/def2-TZVPD.

Properties
<S²>	0.754
orbital gap (alpha / beta)	11.0 / 9.3	eV
2S+1	2
net charge	0
E_HOMO (alpha / beta)	-10.06 / -10.05	eV

XYZ file:
```
15
Properties=species:S:1:pos:R:3:lowdin_spin:R:1
O -0.4493 -0.5612 -0.9976 0.0031
C -1.7797 -0.0831 -0.7561 0.0026
C -1.9916 0.2198 0.7146 0.1053
N -0.8424 0.9323 1.2078 0.8068
C 3.0329 -0.3028 -0.3184 -0.0001
H 0.0474 -0.2618 -0.2255 0.0006
H -2.4815 -0.8342 -1.1020 -0.0007
H -1.9081 0.8073 -1.3684 0.0006
H -2.8901 0.8264 0.8192 0.0201
H -2.0217 -0.7315 1.2555 0.0353
H -1.0307 1.2129 2.1647 0.0265
H 3.4177 0.6989 -0.5013 0.0000
H 2.4019 -0.6755 -1.1287 0.0000
H 3.9334 -0.9171 -0.4041 0.0000
H 2.5619 -0.3304 0.6403 0.0000
```

***

No. 2
This record from the OMol25 dataset describes C7H9BF2 in the gas phase. The level of theory is ωB97M-V/def2-TZVPD.

Properties
orbital gap	7.9	eV
net charge	0
SMILES string	CB1C(C)=CC=CC1(F)F
E_HOMO	-9.09	eV

XYZ file:
```
19
Properties=species:S:1:pos:R:3:lowdin_charge:R:1
B 0.3593 -0.8403 -0.2127 -0.0791
C 0.8578 -0.1836 -2.7332 0.0264
C 0.1754 0.9697 -2.4275 -0.0737
C -0.2441 1.3367 -1.1365 -0.0504
C -0.1869 0.5769 0.0183 -0.1558
C 1.0086 -1.2860 -1.7294 -0.3505
C 0.2977 -2.0079 0.9895 -0.0202
C -0.7632 0.9682 1.3651 -0.0611
F 2.3140 -1.7369 -1.5806 0.0423
F 0.3915 -2.5122 -2.2117 -0.0050
H 1.3141 -0.2761 -3.6469 0.0856
H -0.0226 1.6441 -3.2861 0.1220
H -0.8733 2.2398 -1.1900 0.1222
H 1.0179 -2.8272 1.0420 0.0550
H -0.7544 -2.3542 0.9914 0.0724
H 0.3674 -1.5659 1.9778 0.0306
H -1.5870 0.2753 1.4427 0.0784
H -0.9928 1.9841 1.4014 0.0488
H -0.2305 0.7224 2.3593 0.1121
```

***

No. 3
This record from the OMol25 dataset describes a molecular structure, C4H8O3Pb. The level of theory is ωB97M-V/def2-TZVPD.

Properties
<S²>	0.754
orbital gap (alpha / beta)	8.1 / 7.6	eV
2S+1	2
net charge	+1
E_HOMO (alpha / beta)	-13.09 / -13.96	eV

XYZ file:
```
16
Properties=species:S:1:pos:R:3:lowdin_spin:R:1
C -0.8534 -2.6853 0.7062 0.2211
C -1.5929 -1.2790 -0.3302 0.2207
O -1.7575 -0.3546 0.5583 0.2327
O 0.0608 -2.1576 1.4774 0.1773
H -0.5284 -3.4220 -0.0473 0.0148
H -1.7928 -2.9366 1.2334 0.0151
H -2.5001 -1.7182 -0.7747 0.0152
Pb -0.0529 -0.1309 1.7336 0.0675
O 1.4135 0.7164 0.4783 0.0135
C 1.4955 1.4003 -0.5629 0.0003
C 1.1808 2.8475 -0.5140 0.0004
H 2.2421 1.0756 -1.3131 0.0003
H 0.2768 3.0325 0.0777 0.0004
H 1.1315 3.2215 -1.5478 0.0000
H 2.0033 3.3757 -0.0049 0.0000
H -0.7262 -0.9854 -1.1699 0.0208
```

***

No. 4
This record from the OMol25 dataset describes 3 unconnected molecules or ions with the total composition C4H12O3. The level of theory is ωB97M-V/def2-TZVPD.

Properties
orbital gap	9.0	eV
net charge	0
SMILES string	C/C=C(/C)O.O.O
E_HOMO	-8.66	eV

XYZ file:
```
19
Properties=species:S:1:pos:R:3:lowdin_charge:R:1
C -2.4198 -0.4378 -2.3022 -0.1059
C -1.0136 -0.6773 -1.7760 -0.1176
C -0.7916 -1.8722 -1.2087 -0.4142
O -1.6275 -2.9445 -1.1499 0.0499
C 0.6184 -2.1741 -0.6799 -0.0327
H -2.6476 -1.1108 -3.1356 0.0790
H -2.6485 0.5886 -2.5803 0.0678
H -3.1221 -0.7236 -1.5124 0.0647
H -0.1799 -0.0477 -2.0317 0.0961
H -2.5141 -2.5691 -1.1165 0.0896
H 0.5928 -3.2580 -0.5111 0.0755
H 0.7187 -1.7988 0.3402 0.0742
H 1.4205 -1.8666 -1.3364 0.0738
H 1.2773 4.8268 4.5853 0.0351
H 2.0121 3.4909 4.2429 0.0176
O 1.6721 4.0350 4.9746 -0.0721
H 3.0746 1.6781 2.2798 0.0323
H 2.6182 2.3163 1.0263 0.0329
O 2.9600 2.5448 1.8917 -0.0460
```

***

No. 5
This record from the OMol25 dataset describes a molecular structure, C6H8CuO5. The level of theory is ωB97M-V/def2-TZVPD.

Properties
orbital gap	8.5	eV
net charge	+1
E_HOMO	-13.51	eV

XYZ file:
```
20
Properties=species:S:1:pos:R:3:lowdin_charge:R:1
Cu 3.3936 -0.2945 0.0358 0.7402
O 1.7887 -1.8769 -0.2359 0.0576
O 0.0793 -1.2900 -1.5358 0.0634
C -1.2960 -1.6728 -1.6777 -0.0793
C -1.5904 -2.4202 -0.3747 -0.0751
O -0.2893 -2.5712 0.2143 0.0848
C 0.5719 -1.7397 -0.3743 -0.5812
H -1.9062 -0.7735 -1.8062 0.1354
H -1.3747 -2.3126 -2.5638 0.1410
H -2.0208 -3.4137 -0.5284 0.1418
H -2.2188 -1.8415 0.3130 0.1375
O 1.6178 1.1945 0.8794 -0.0796
C 1.2813 2.6134 0.7549 -0.0794
C -0.2115 2.6051 1.0518 -0.0728
O -0.4868 1.1845 1.2653 0.0167
C 0.5691 0.4558 1.1759 -0.1006
H 1.8816 3.1582 1.4880 0.1374
H 1.5327 2.9249 -0.2628 0.1354
H -0.8328 2.9346 0.2148 0.1376
H -0.4887 3.1356 1.9666 0.1393
```

***

No. 6
This record from the OMol25 dataset describes C5H5NO2 in the gas phase. The level of theory is ωB97M-V/def2-TZVPD.

Properties
orbital gap	9.7	eV
net charge	0
SMILES string	[H]/N=c1\cc(O)cco1
E_HOMO	-9.31	eV

XYZ file:
```
13
Properties=species:S:1:pos:R:3:lowdin_charge:R:1
C 0.9380 -0.3223 0.1197 -0.2624
C 0.8672 1.2285 -0.1774 -0.0536
C -0.2452 1.7529 -0.1055 -0.1155
C -1.4836 -0.3030 -0.0145 -0.3154
C -0.1592 -1.0494 0.4103 0.0285
H 2.4277 -1.4940 0.2438 0.1276
H 1.9346 1.6227 -0.1378 0.1493
H -0.1857 2.9126 -0.0173 0.1601
H -2.4660 -1.8176 -0.3113 0.0115
H 0.2386 -2.1761 0.3665 0.1555
N -2.6273 -0.8548 -0.3939 0.1415
O 2.3019 -0.6214 -0.2490 -0.0141
O -1.5410 1.1219 0.2664 -0.0130
```

***

No. 7
This record from the OMol25 dataset describes 2 unconnected molecules or ions with the total composition C4H13N2O. The level of theory is ωB97M-V/def2-TZVPD.

Properties
orbital gap	9.7	eV
net charge	+1
E_HOMO	-12.55	eV

XYZ file:
```
20
Properties=species:S:1:pos:R:3:lowdin_charge:R:1
C -0.0527 -1.1247 0.7176 -0.1357
C -0.0813 -1.4921 -0.7959 -0.1489
C -0.4582 -0.3026 -1.6110 -0.3669
C -1.6667 -0.1626 -2.1834 0.0915
N 0.4266 0.8269 -1.4237 0.0544
N 0.9625 -0.0655 0.9630 0.1529
H -1.0684 -0.7610 0.8577 0.1330
H 0.0499 -2.0773 1.2324 0.1321
H 0.8793 -1.9362 -1.0701 0.1201
H -0.7843 -2.3197 -0.8331 0.1269
H -2.2032 0.7730 -2.1420 0.0692
H -2.0546 -0.9504 -2.8069 0.0773
H -0.1121 1.6850 -1.4456 0.1142
H 1.0934 0.8608 -2.1812 0.1215
H 0.9901 0.5012 0.0559 0.0910
H 0.7452 0.4462 1.8276 0.1012
H 1.8777 -0.4934 1.1559 0.1730
H 1.1991 2.5926 3.2995 0.0654
H -0.2991 2.0415 3.4064 0.0654
O 0.5567 1.9581 2.9769 -0.0380
```

***

No. 8
This record from the OMol25 dataset describes a molecular structure, C3H7N3O2. The level of theory is ωB97M-V/def2-TZVPD.

Properties
orbital gap	8.6	eV
net charge	0
E_HOMO	-8.19	eV

XYZ file:
```
15
Properties=species:S:1:pos:R:3:lowdin_charge:R:1
C -0.9099 0.5168 -0.1390 -0.1520
C -1.9466 1.2206 0.4018 -0.0132
C 1.0559 -0.8814 -0.2179 -0.5427
H 0.2354 -2.0372 1.7997 0.2326
H -1.5121 -1.9601 0.5877 0.2075
H -0.4931 0.7356 -1.3422 0.1840
H -2.3103 2.0267 -0.2292 0.0299
H -2.5324 1.0372 1.4505 0.1130
H 2.5024 -0.3242 -1.6019 0.2252
H 1.4070 2.0944 -0.8238 0.1855
N -0.6190 -1.2677 1.2719 -0.0317
N -0.0692 -0.5328 0.4725 -0.3068
N 1.6771 0.0981 -0.9258 -0.0565
O 1.4262 -2.0755 -0.3413 0.0156
O 2.0886 1.3495 -0.3631 -0.0903
```